The following is a DFT calculation (wB97M-V/def2-TZVPD) of a single C4H8N2 molecule.

```
14
Properties=species:S:1:pos:R:3:mulliken_charge:R:1
C -1.662 0.598 -0.109 -1.456
C -0.262 0.930 0.279 0.582
N 0.738 1.019 -0.760 -0.572
N 2.048 0.485 0.239 -0.465
C 0.726 -0.165 0.094 0.517
C 0.648 -1.623 -0.368 -1.234
H -1.849 0.024 -0.967 0.460
H -2.209 1.526 -0.280 0.337
H -2.088 -0.060 0.688 0.300
H -0.041 1.479 1.268 0.223
H 2.050 1.262 1.030 0.259
H 1.370 -1.569 -1.068 0.421
H -0.333 -1.835 -0.603 0.305
H 0.862 -2.072 0.556 0.323
```

Calculated values
- SMILES = C[C@@H]1N2N[C@@]12C
- energy above the lowest of the compared OMol25 structures with the same formula, charge and spin (kJ/mol) = 416.4
- M (g mol⁻¹) = 84.1